1.
The following is a DFT calculation (ωB97M-V with the def2-TZVPD basis set) of C24H22N5O9Y as an isolated structure at a distorted geometry.

Positions of all 61 atoms, in Å:
Y1 8.29319 10.90854 8.72862
C1 11.96085 13.08299 6.75664
C2 12.18618 12.98255 8.23552
C3 11.97291 11.72642 8.85299
C4 12.08423 11.58346 10.22872
C5 12.64873 12.59902 10.99608
C6 12.85036 13.84976 10.40156
C7 12.62045 14.04756 9.03948
H1 12.27089 14.06096 6.39881
H2 10.90039 12.89373 6.49187
H3 12.50542 12.31878 6.18112
H4 11.69900 10.85788 8.23220
H5 11.78538 10.64386 10.74331
H6 12.77712 12.48577 12.08159
H7 13.19093 14.67399 11.01711
H8 12.72774 15.02823 8.64957
O1 6.36609 10.94944 9.93232
C8 5.90631 10.57665 11.05753
C9 6.55058 9.71471 11.97086
C10 5.75321 9.22679 12.97570
C11 6.29600 8.28212 13.87510
C12 7.64135 7.92863 13.84701
C13 8.43282 8.40958 12.80932
C14 7.94866 9.24404 11.77725
O2 8.61642 9.51918 10.70954
N1 5.29431 7.67982 14.71356
O3 4.14864 8.19648 14.74748
O4 5.66015 6.72801 15.42292
H9 4.90033 10.87743 11.36576
H10 4.69021 9.47448 13.02921
H11 8.00032 7.21786 14.60736
H12 9.44935 8.06917 12.64733
O5 7.94476 11.71109 4.66726
C15 7.93155 11.39295 5.83004
O6 8.64329 11.84944 6.83584
C16 6.86558 10.20234 6.32493
O7 6.00659 9.87808 5.57136
O8 7.08089 9.76702 7.53087
C17 8.37836 13.83425 12.40562
N2 7.57551 14.44050 11.35542
C18 7.73690 14.07198 10.08748
N3 7.12910 14.81411 9.13219
O9 8.35381 12.99820 9.74238
H13 9.26780 14.42036 12.62154
H14 8.70574 12.86350 11.98374
H15 7.84928 13.70973 13.36171
H16 7.07448 15.28964 11.55540
H17 6.48526 15.56216 9.33587
H18 7.21681 14.44076 8.17408
N4 12.38872 4.46729 5.81683
C19 11.89874 5.45828 6.20825
C20 11.26716 6.68485 6.70673
C21 10.77232 6.71644 8.03617
C22 10.20006 7.89578 8.54122
N5 10.01022 8.98989 7.74165
C23 10.49575 8.97435 6.47312
C24 11.09296 7.85361 5.92500
H19 10.73914 5.84983 8.69992
H20 9.88863 7.97750 9.59243
H21 10.40105 9.88632 5.91175
H22 11.45847 7.89958 4.92009

Its charge is 0. The energy relative to the best compared isomer or geometry (same formula, charge and spin) comes out at 0.0 kcal/mol. For the highest occupied orbital energy, the calculation gives -8.47 eV. For the energy, the calculation gives -1917.16818 hartree.

---

2.
The following is a DFT calculation (ωB97M-V with the def2-TZVPD basis set) of C24H23BClN5O2STl as an isolated structure.

Positions of all 58 atoms, in Å:
Tl1 -1.61633 1.86475 -0.69591
N1 1.05713 1.60171 0.27646
S1 2.06417 2.51404 -0.50831
C1 3.75925 2.02616 -0.12027
C2 4.82367 2.63180 -0.77844
C3 6.11946 2.29617 -0.42571
C4 6.34401 1.36550 0.58469
C5 5.27387 0.77962 1.24037
C6 3.96722 1.11072 0.89578
C7 2.06739 2.10780 -2.25146
C8 2.70516 0.98562 -2.75945
C9 2.54356 0.66554 -4.09553
C10 1.74874 1.45815 -4.91122
C11 1.10549 2.57170 -4.39491
C12 1.26070 2.89956 -3.05630
H1 1.11440 0.62386 -0.01669
H2 4.63618 3.34557 -1.57230
H3 6.95588 2.75519 -0.93768
H4 7.35800 1.10284 0.85982
H5 5.44752 0.06079 2.03126
H6 3.12187 0.67107 1.41684
H7 3.29835 0.35256 -2.11215
H8 3.00773 -0.22749 -4.49204
H9 1.60757 1.18725 -5.94980
H10 0.46191 3.17216 -5.02442
H11 0.73292 3.74211 -2.62735
N2 -0.11807 -0.87065 -2.77875
C13 -0.57827 -0.03110 -2.11800
O1 -3.17585 -0.19530 1.68214
B1 -1.97128 0.03173 0.94983
O2 -1.11358 -1.07213 1.25527
C14 -1.79786 -1.91463 2.07879
C15 -1.40204 -3.12307 2.60831
C16 -2.31824 -3.78742 3.42742
C17 -3.57054 -3.24748 3.69342
C18 -3.96159 -2.02161 3.15012
C19 -3.05111 -1.37790 2.34126
H12 -0.42764 -3.53932 2.38814
H13 -2.04671 -4.74185 3.86071
H14 -4.25713 -3.78739 4.33363
H15 -4.93454 -1.58984 3.34746
Cl1 -7.00449 -0.44497 0.83976
C20 -5.64917 -0.83091 -0.18256
C21 -5.13661 -2.10941 -0.20763
C22 -4.04046 -2.34242 -1.01987
C23 -3.51993 -1.29674 -1.76765
N3 -4.02444 -0.05997 -1.74141
C24 -5.06730 0.16567 -0.95089
H16 -5.56330 -2.88768 0.41054
H17 -3.57630 -3.31850 -1.06010
H18 -2.64633 -1.43826 -2.39222
H19 -5.44611 1.18116 -0.90818
N4 1.48046 -0.33283 2.97604
N5 0.79220 0.90471 3.23709
H20 0.90449 -0.93300 2.38993
H21 1.61079 -0.80086 3.86320
H22 -0.20242 0.71925 3.35530
H23 0.84757 1.42801 2.36360

Its charge is -1. The energy relative to the best compared isomer or geometry (same formula, charge and spin) comes out at 0.0 kcal/mol. For the highest occupied orbital energy, the calculation gives -3.45 eV. For the energy, the calculation gives -2408.35832 hartree.

---

3.
The following is a DFT calculation (ωB97M-V with the def2-TZVPD basis set) of C24H23ClN4PSSn as an isolated structure at a distorted geometry.

Positions of all 55 atoms, in Å:
Sn1 -0.69680 0.99812 -1.41362
C1 0.44472 0.91872 4.20947
C2 -0.88774 0.99635 3.81670
C3 -1.29477 0.38600 2.64419
C4 -0.36397 -0.32025 1.87333
C5 0.98233 -0.36679 2.24355
C6 1.37392 0.25486 3.41841
P1 -0.92911 -1.18513 0.40457
C7 -1.86269 -2.63293 0.81724
C8 -2.53270 -2.71524 2.05139
C9 -3.21896 -3.86705 2.37088
C10 -3.25960 -4.93075 1.47018
C11 -2.60161 -4.84706 0.24345
C12 -1.93277 -3.69381 -0.10586
C13 0.49892 -1.53395 -0.64699
C14 1.19651 -2.74413 -0.55012
C15 2.34700 -2.90445 -1.30478
C16 2.79961 -1.89805 -2.14780
C17 2.10588 -0.69140 -2.24218
C18 0.94508 -0.54458 -1.51213
H1 0.76031 1.37803 5.13665
H2 -1.61044 1.52528 4.42320
H3 -2.33031 0.44789 2.32714
H4 1.70186 -0.91708 1.65107
H5 2.40933 0.19675 3.72713
H6 -2.49982 -1.89805 2.75757
H7 -3.72940 -3.93941 3.32120
H8 -3.82672 -5.81920 1.71413
H9 -2.62754 -5.68018 -0.44515
H10 -1.45094 -3.61935 -1.07246
H11 0.86215 -3.51472 0.13280
H12 2.90598 -3.82709 -1.21700
H13 3.68093 -2.05203 -2.75639
H14 2.46150 0.08349 -2.90875
N1 0.17632 2.75525 -2.88669
N2 -0.09562 2.64496 -4.25980
C19 -1.04179 1.82157 -4.72517
N3 -1.30319 1.76747 -6.01224
S1 -1.94528 0.83369 -3.65625
H15 -0.22319 3.62294 -2.52841
H16 1.18335 2.81635 -2.75809
H17 0.32229 3.31734 -4.89251
H18 -0.80752 2.31589 -6.70314
H19 -2.03389 1.15903 -6.35412
Cl1 4.31651 2.62667 1.04720
C20 2.64057 2.95412 1.02540
C21 2.04250 3.78839 1.96669
C22 0.67697 4.00917 1.89333
C23 -0.05946 3.38722 0.90158
N4 0.51987 2.57675 0.00881
C24 1.83838 2.37320 0.05590
H20 2.64143 4.25818 2.73584
H21 0.18697 4.66629 2.59789
H22 -1.12826 3.53331 0.81282
H23 2.27293 1.72943 -0.70009

Its charge is +3. For the highest occupied orbital energy, the calculation gives -17.14 eV. For the energy, the calculation gives -2560.42850 hartree.

---

4.
The following is a DFT calculation (ωB97M-V with the def2-TZVPD basis set) of C24H23EuI3N5OS as an isolated structure at a distorted geometry.

Positions of all 58 atoms, in Å:
Eu1 -0.88346 0.12336 0.09633
S1 -2.19362 2.18786 -1.17190
C1 -3.25907 1.98437 0.20570
C2 -4.37924 2.80711 0.41779
C3 -5.16623 2.61397 1.53234
C4 -4.84752 1.60694 2.44082
C5 -3.74378 0.82657 2.16893
N1 -2.97367 1.00025 1.08664
H1 -4.59478 3.58076 -0.30642
H2 -6.02975 3.24885 1.70237
H3 -5.43090 1.43273 3.33549
H4 -3.43792 0.03374 2.84563
I1 -0.56536 -1.56661 2.50308
I2 -1.69952 -0.86499 5.32456
I3 1.61769 -2.42350 -5.40609
C6 1.36093 -0.75155 -4.19292
C7 1.86050 0.47960 -4.57090
C8 1.65175 1.55733 -3.72162
C9 0.95249 1.35066 -2.54291
N2 0.48397 0.15781 -2.18220
C10 0.68155 -0.87723 -2.98857
H5 2.39363 0.59875 -5.50459
H6 2.01121 2.54627 -3.97819
H7 0.72950 2.17561 -1.87164
H8 0.30386 -1.83749 -2.64916
N3 3.85783 3.39114 -0.46824
C11 3.62268 3.77827 0.81566
O1 4.35349 4.56513 1.39013
C12 2.41312 3.19737 1.48161
C13 1.95939 3.76997 2.66339
C14 0.85587 3.22844 3.29353
C15 0.20990 2.14903 2.70359
N4 0.63160 1.60595 1.56484
C16 1.72661 2.09826 0.99635
H9 4.66419 3.77039 -0.93127
H10 3.23797 2.79282 -0.98106
H11 2.49305 4.62072 3.06693
H12 0.48982 3.62401 4.23141
H13 -0.66096 1.69118 3.16349
H14 2.07955 1.54198 0.13311
C17 -2.24703 -2.70112 -0.59366
C18 -0.99435 -3.54634 -0.50603
C19 -1.03202 -4.87506 -0.91642
C20 0.10488 -5.66974 -0.88752
C21 1.30651 -5.11291 -0.46251
C22 1.37742 -3.79209 -0.03736
C23 2.67314 -3.19149 0.42779
C24 0.21126 -2.98510 -0.01534
N5 0.26106 -1.68041 0.47045
H15 -3.00012 -3.22544 -1.18392
H16 -2.06683 -1.75587 -1.10512
H17 -2.67142 -2.48094 0.38799
H18 -1.96910 -5.29198 -1.27404
H19 0.05632 -6.70851 -1.19441
H20 2.20575 -5.72250 -0.44722
H21 3.46503 -3.94507 0.45345
H22 2.55747 -2.75229 1.42060
H23 2.98565 -2.37892 -0.23278

Its charge is -1. The energy relative to the best compared isomer or geometry (same formula, charge and spin) comes out at 7.8 kcal/mol. For the highest occupied orbital energy (alpha / beta), the calculation gives -3.28 / -4.04 eV. The spin multiplicity is 8. For the energy, the calculation gives -3279.14118 hartree.

---

5.
The following is a DFT calculation (ωB97M-V with the def2-TZVPD basis set) of C24H23F3O12PV2 as an isolated structure at a distorted geometry.

Positions of all 65 atoms, in Å:
O1 -13.25203 16.04305 -37.33948
V1 -12.72085 15.70758 -35.93591
O2 -11.20106 16.02190 -35.87599
O3 -10.93928 20.15861 -30.27433
V2 -11.64208 18.77210 -30.56723
O4 -10.55624 17.67609 -30.94772
O5 -12.86799 17.46584 -34.64903
P1 -13.37396 18.39604 -33.61640
O6 -12.64804 18.52780 -32.35360
F1 -14.79473 18.13508 -33.26242
F2 -13.37675 19.75682 -34.29898
F3 -13.66181 21.40593 -39.54930
C1 -12.94798 20.63560 -38.78059
C2 -12.61750 19.35233 -39.16961
C3 -11.86399 18.48083 -38.38013
C4 -11.54602 18.97882 -37.10689
C5 -11.78055 20.29590 -36.74118
C6 -12.42385 21.16315 -37.61224
H1 -12.90328 19.10450 -40.19690
H2 -11.50128 17.56398 -38.81414
H3 -10.88991 18.44370 -36.42277
H4 -11.41351 20.76310 -35.83561
H5 -12.59647 22.20400 -37.36487
C7 -16.63739 23.86328 -36.64899
C8 -15.49093 23.73676 -35.89391
C9 -14.89729 22.50024 -35.78835
C10 -15.42349 21.41262 -36.46072
C11 -16.51421 21.56930 -37.30089
C12 -17.16084 22.79276 -37.35926
O7 -18.36214 22.95924 -37.99627
O8 -13.89098 22.35522 -34.88119
H6 -17.14963 24.82084 -36.69066
H7 -15.08595 24.57472 -35.34644
H8 -14.98385 20.42679 -36.35502
H9 -16.98120 20.70266 -37.76500
H10 -18.42090 22.29154 -38.69335
H11 -13.67725 21.42212 -34.69002
C13 -18.50337 17.37914 -37.04001
C14 -18.60356 17.55834 -38.39902
C15 -17.41504 17.70747 -39.09731
C16 -16.20260 17.79839 -38.44270
C17 -16.10193 17.67622 -37.05624
C18 -17.29750 17.44227 -36.36278
O9 -17.38600 17.19074 -35.02973
O10 -17.49861 17.74286 -40.46848
H12 -19.36758 17.07722 -36.45791
H13 -19.50593 17.27091 -38.91574
H14 -15.29500 17.93655 -39.02692
H15 -15.18665 17.83205 -36.49159
H16 -16.69144 17.55625 -34.50341
H17 -16.75962 17.30815 -40.90209
C19 -17.37093 22.50173 -30.31876
C20 -16.56635 21.43133 -29.96279
C21 -16.38212 20.37366 -30.82729
C22 -16.99727 20.40687 -32.07655
C23 -17.76179 21.48976 -32.46502
C24 -18.05696 22.48923 -31.53588
O11 -18.84519 23.55493 -31.85752
O12 -15.53301 19.30778 -30.50052
H18 -17.51711 23.30466 -29.60734
H19 -16.08110 21.47759 -28.99075
H20 -16.87265 19.57213 -32.74613
H21 -18.25286 21.50658 -33.43077
H22 -19.41683 23.36940 -32.60981
H23 -15.16820 19.44259 -29.62139

Its charge is +1. For the highest occupied orbital energy, the calculation gives -9.76 eV. For the energy, the calculation gives -4359.99532 hartree.

---

6.
The following is a DFT calculation (ωB97M-V with the def2-TZVPD basis set) of C24H23N12O2ReS2 as an isolated structure.

Positions of all 64 atoms, in Å:
Re1 -0.45464 -0.29261 -0.18101
N1 -2.37474 0.01926 2.60113
C1 -1.06070 0.10911 2.89112
N2 -0.71871 0.48646 4.09619
C2 0.58283 0.45976 4.40698
N3 0.96401 0.84194 5.60314
N4 1.55225 0.03062 3.54318
C3 1.15186 -0.25142 2.35189
N5 -0.14224 -0.19766 1.89766
C4 2.16203 -0.59435 1.33462
C5 3.46424 -0.88614 1.67612
C6 4.36914 -1.17141 0.66276
C7 3.93193 -1.12835 -0.65093
C8 2.61153 -0.81882 -0.91399
N6 1.72064 -0.56231 0.05848
H1 -2.96185 0.20694 3.40463
H2 -2.67714 -0.78753 2.06452
H3 0.27920 1.14478 6.27933
H4 1.93734 0.80079 5.86289
H5 3.74717 -0.88466 2.71860
H6 5.39683 -1.41524 0.89668
H7 4.60267 -1.33008 -1.47398
H8 2.25976 -0.76775 -1.93162
N7 -5.40504 -5.30385 -4.15540
C9 -4.71463 -4.61023 -3.25895
C10 -5.21314 -4.43930 -1.93891
C11 -4.50261 -3.73950 -1.01599
C12 -3.24870 -3.17949 -1.37341
C13 -2.74376 -3.33388 -2.68667
C14 -3.45908 -4.03021 -3.60696
S1 -2.42461 -2.33202 -0.21104
O1 -0.92316 -2.42892 -0.38482
O2 -2.95128 -2.50756 1.10349
N8 -2.31320 -0.64614 -0.46557
C15 -2.87479 0.61676 -0.26132
N9 -4.11963 0.96307 -0.21960
C16 -4.32666 2.26730 0.03179
C17 -3.28740 3.16573 0.24010
C18 -1.98791 2.69176 0.17715
N10 -1.77906 1.40086 -0.09207
H9 -6.28708 -5.73068 -3.92136
H10 -5.06245 -5.44526 -5.09161
H11 -6.16256 -4.88162 -1.66809
H12 -4.88054 -3.62351 -0.00982
H13 -1.78484 -2.91604 -2.95809
H14 -3.07526 -4.16333 -4.60966
H15 -5.36046 2.58746 0.07015
H16 -3.48246 4.20719 0.44941
H17 -1.12477 3.32502 0.33866
N11 0.78658 1.61757 -6.99447
C19 -0.00933 0.71421 -6.42202
S2 -1.18645 -0.16057 -7.14110
C20 0.09836 0.54831 -4.94374
C21 0.23040 -0.72790 -4.38762
C22 0.17178 -0.87804 -3.02857
N12 -0.04220 0.16685 -2.18631
C23 -0.12115 1.40264 -2.71893
C24 -0.03248 1.63091 -4.07372
H18 0.70446 1.77874 -7.98825
H19 1.55551 2.05209 -6.51080
H20 0.35419 -1.58973 -5.02865
H21 0.28304 -1.85016 -2.56458
H22 -0.26033 2.22164 -2.02856
H23 -0.11702 2.64210 -4.44848

Its charge is +3. The energy relative to the best compared isomer or geometry (same formula, charge and spin) comes out at 20.7 kcal/mol. For the highest occupied orbital energy (alpha / beta), the calculation gives -15.38 / -15.39 eV. The spin multiplicity is 2. For the energy, the calculation gives -2609.75332 hartree.

---

- What is the formula in the fifth record?
  C24H23F3O12PV2